# C18H18ClN3O

An isolated molecule of C18H18ClN3O (ωB97M-V/def2-TZVPD, the OMol25 dataset).

The geometry in XYZ format:
```
41
Properties=species:S:1:pos:R:3:forces:R:3:mulliken_charge:R:1
H 0.5444 2.7690 2.0705 0.0 0.0 0.1 0.362
C -1.9732 0.0328 2.7201 0.0 -0.1 0.1 -0.513
C 4.1681 0.4578 -0.1748 0.1 0.1 0.0 -0.797
C -0.5889 -0.3485 2.1405 0.0 0.0 0.1 -0.689
C -3.6196 -1.2680 -1.3597 0.4 0.3 0.2 -0.086
H -2.7501 -0.6603 2.3932 0.1 0.0 0.1 0.367
C -0.0162 1.9266 2.4791 0.0 -0.1 0.0 -0.855
C -0.9837 -1.6134 -2.0644 0.2 0.3 0.3 0.234
N -1.3767 -0.6418 -1.1340 0.2 -0.6 -0.6 0.002
H 2.5718 -1.0898 -3.3129 0.0 0.0 -0.1 0.444
H -0.6809 -1.1142 1.3707 0.0 0.0 0.1 0.461
H 0.5071 1.8731 -0.1329 -0.1 0.0 -0.1 0.501
C 4.9582 0.1767 -1.2772 0.1 0.0 0.1 -0.370
H 2.2036 0.3852 0.6723 -0.1 0.0 0.1 0.651
N 0.1047 0.7986 1.5772 -0.1 0.0 -0.1 0.053
O -2.3700 1.3060 2.2568 -0.1 0.0 -0.1 -0.404
H -4.0504 -2.8631 -2.7414 -0.1 -0.1 0.0 0.452
H -1.7696 3.2122 2.1437 0.0 0.0 0.1 0.331
C 4.3875 -0.3845 -2.4086 0.1 0.0 0.0 -0.566
H 0.0468 -0.7515 2.9364 -0.1 -0.1 0.0 0.407
C -1.4967 2.3204 2.7111 0.1 0.2 0.0 -0.464
H -1.6767 2.5147 3.7792 0.0 0.0 -0.1 0.340
C -1.9634 -2.4235 -2.6542 -0.5 0.0 0.0 -0.777
C 3.0327 -0.6499 -2.4423 -0.1 0.0 0.1 -0.564
H 0.4482 1.6312 3.4244 0.0 0.1 0.0 0.422
C 2.2289 -0.3513 -1.3427 0.4 0.1 0.0 0.382
H 4.6147 0.8805 0.7140 0.0 0.0 0.1 0.402
C -3.2741 -2.2547 -2.3081 0.3 -0.1 -0.2 -0.286
C 2.8106 0.1947 -0.1996 0.0 0.0 -0.1 -0.327
C 0.8033 -0.6327 -1.4115 -0.9 0.1 0.2 1.169
H -1.9457 0.0364 3.8197 0.0 0.0 -0.1 0.275
N 0.3214 -1.5985 -2.2298 0.1 -0.3 -0.3 -0.786
H -1.6503 -3.1651 -3.3693 0.0 -0.1 -0.1 0.478
C -0.2365 -0.0117 -0.7237 0.8 0.4 0.0 -0.340
Cl -5.2756 -1.0661 -0.9098 -0.1 0.0 0.0 -0.229
H 5.0032 -0.6145 -3.2661 0.0 0.0 -0.1 0.373
C -0.2508 1.1536 0.1986 0.0 0.0 0.0 -1.456
H 6.0178 0.3866 -1.2518 0.1 0.0 0.0 0.385
C -2.6743 -0.4723 -0.7815 -0.9 -0.1 0.0 -0.195
H -1.2338 1.6410 0.1336 0.1 0.1 0.0 0.580
H -2.9159 0.2784 -0.0449 0.0 0.1 0.1 0.633
```
Forces are in eV/Å.

## Properties
Energy, eV: -37998.0597
SMILES: Clc1ccc2nc(-c3ccccc3)c(CN3CCOCC3)n2c1
Net charge: 0
Relative energy (zero: lowest compared OMol25 entry of this formula, charge and spin), kcal per mole: 28.2
Lowest unoccupied orbital energy, eV: 0.43
Orbital gap, eV: 8.47

=====

# C18H18CuN3Sb2Se4

C18H18CuN3Sb2Se4 as an isolated structure (ωB97M-V/def2-TZVPD, the OMol25 dataset).

The geometry in XYZ format:
```
46
Properties=species:S:1:pos:R:3:forces:R:3:mulliken_charge:R:1
Cu -0.2391 0.1894 -0.7027 0.0 0.1 -0.3 0.625
H -5.4308 0.7079 -0.4500 0.0 0.0 0.0 0.425
H 0.1747 3.0068 -1.3577 0.0 0.0 0.0 0.050
H 2.0729 -5.0392 1.0529 0.0 0.0 0.0 0.414
C -4.5891 0.0512 1.4166 0.0 0.0 0.0 -0.382
Se 3.4775 -0.5987 0.2703 0.0 0.0 0.1 -0.241
N 0.6311 1.5784 0.7133 -0.3 0.2 0.3 0.457
Sb -0.3995 -0.7299 2.4498 -0.1 0.0 0.1 0.807
N -2.1699 0.1827 0.0971 0.2 0.0 0.0 0.108
C 1.2331 2.7573 0.4889 0.0 -0.1 0.0 0.471
Sb 3.1829 0.7411 -1.8530 0.1 0.1 0.1 0.864
N 0.2647 -1.8998 -0.3060 -0.2 -0.3 0.1 0.291
C -2.2102 -0.1991 1.3828 -0.1 0.0 0.0 0.128
H -5.5400 -0.0015 1.9327 0.0 0.0 0.0 0.400
H -4.1201 1.1404 -2.4346 0.0 0.0 0.0 0.395
C 1.6059 1.5110 2.8976 0.0 -0.1 -0.1 -0.765
C 0.8768 3.5478 -0.7349 0.0 0.0 0.1 -1.196
C 0.7221 -2.8397 -1.1467 0.0 0.1 0.0 0.761
H -0.0297 -3.6235 -2.9700 0.0 0.0 0.0 0.450
H 1.0364 -3.3852 2.6167 0.0 0.0 0.0 0.378
C 0.7686 1.0000 1.9183 0.2 0.0 0.1 -0.070
C 0.9815 -3.2478 1.5446 0.0 0.1 0.0 -0.774
Se 0.9389 0.6892 -2.7643 0.0 0.1 -0.3 -0.625
H 1.4088 -2.6079 -3.1604 0.0 0.0 0.0 0.248
C 1.5473 -4.1703 0.6755 0.0 -0.1 0.0 -0.457
H -0.1473 -1.8547 -2.8360 -0.1 0.0 0.0 0.056
Se 4.2969 -1.5370 -1.8011 0.0 0.0 -0.1 -0.379
C 0.4690 -2.7167 -2.6175 0.0 -0.1 0.0 -1.448
H 3.0459 3.0526 3.3367 0.0 0.0 0.0 0.421
Se 4.5460 2.6770 -2.0487 0.0 -0.1 0.0 -0.548
C 2.1380 3.2893 1.4100 0.0 0.0 0.0 -0.615
H 1.6891 1.0180 3.8574 0.0 0.0 0.0 0.385
H -2.5186 1.8051 -2.0494 0.0 0.0 0.0 0.175
H 0.4288 4.4934 -0.4164 0.0 0.0 0.0 0.421
C 1.4039 -3.9641 -0.6763 0.0 0.0 0.0 -0.564
H -3.4262 -0.5865 3.1121 0.0 0.0 0.0 0.406
C 0.3687 -2.1255 1.0139 0.1 -0.1 0.1 0.083
C 2.3447 2.6540 2.6140 0.0 0.0 0.0 -0.460
H 1.8027 -4.6688 -1.3948 0.0 0.0 0.0 0.428
H -2.6640 0.1290 -2.5511 0.0 0.0 0.0 0.176
C -3.4134 -0.2756 2.0753 0.1 0.0 0.0 -0.776
H 2.6611 4.2025 1.1591 0.0 0.0 0.0 0.444
C -3.1549 0.9204 -1.9814 0.0 0.0 0.0 -1.237
H 1.7660 3.7779 -1.3254 0.0 0.0 0.0 0.207
C -4.5318 0.4455 0.0924 0.0 0.0 0.0 -0.735
C -3.2995 0.5036 -0.5494 0.1 0.0 0.0 0.798
```
Forces are in eV/Å.

## Properties
Energy, eV: -342530.2770
Net charge: 0
Lowest unoccupied orbital energy, eV: -0.44
Orbital gap, eV: 7.03

=====

# C18H18DyF5N6O2S

C18H18DyF5N6O2S as an isolated structure (ωB97M-V/def2-TZVPD, the OMol25 dataset).

The geometry in XYZ format:
```
51
Properties=species:S:1:pos:R:3:forces:R:3:mulliken_charge:R:1
C -3.6175 -2.7821 -0.6541 0.0 0.1 0.0 -0.428
F -0.8114 4.8854 -1.4471 0.0 -0.1 0.0 -0.326
F 0.7859 3.4171 3.5546 0.0 0.0 0.0 -0.291
C -3.0426 -2.5509 1.7099 0.0 0.0 -0.1 -0.633
C 0.6343 -3.7613 -2.2735 0.0 0.0 0.0 -0.148
C 0.3257 -1.9322 -1.0118 -0.4 0.1 0.6 0.781
F 0.6529 1.5416 1.5166 0.0 0.1 0.0 -0.400
C 1.3994 -3.0310 -3.1800 0.0 0.1 0.0 -0.713
H 5.1690 1.6953 -0.9534 -0.1 0.0 0.0 0.392
H -6.1031 -5.6025 0.6060 0.0 0.0 0.0 0.205
C 3.1416 1.6068 -0.1035 0.1 0.0 -0.1 -0.258
O -1.9669 -0.4402 -1.3907 -0.3 -0.3 0.0 -0.740
F -0.7324 6.7045 0.5457 0.0 0.0 0.0 -0.254
S -1.7882 -0.9375 0.0185 -0.2 0.0 0.1 1.932
H 0.4476 -4.8169 -2.4330 0.0 0.0 0.0 0.447
H 2.1226 -1.0497 -3.5888 0.0 0.0 0.0 0.397
C 0.3818 3.7744 2.3386 0.0 0.1 -0.1 -0.461
N 1.0296 -1.1263 -1.8217 -0.1 0.1 -0.2 -0.109
H 4.4533 3.2805 -0.6012 -0.1 0.0 -0.1 0.403
H -5.7003 -5.4396 2.2645 0.0 0.0 0.0 0.204
H -3.4992 -2.4627 -1.6801 0.0 0.0 0.0 0.480
H 2.7410 1.0891 -2.0621 0.1 0.0 0.0 0.251
F 0.0719 5.9994 3.0125 0.0 0.0 0.0 -0.277
C -4.5005 -3.7786 -0.3369 0.0 0.0 0.0 -0.846
N 2.3287 1.6460 -1.3217 -0.2 0.0 0.2 -0.468
H 5.3921 1.3391 1.4381 0.0 0.0 0.0 0.360
N -0.2049 -1.2350 0.0913 0.1 -0.8 -0.1 -0.495
H 3.2421 0.5664 0.2168 0.0 0.0 0.0 0.351
C 0.3131 2.8921 1.2803 0.0 0.0 0.2 0.580
H 1.8281 -3.4891 -4.0583 0.0 0.0 0.0 0.409
C -4.6733 -4.1833 1.0044 0.0 0.0 0.0 1.153
N -5.5418 -5.1615 1.3126 -0.1 -0.1 0.0 -0.442
C 4.5177 2.2433 -0.2746 0.2 0.0 0.2 -0.670
C 1.5637 -1.6910 -2.9171 0.0 -0.1 0.1 -0.089
N 0.0888 -3.2204 -1.1884 0.1 0.0 -0.1 -0.557
H 2.2229 2.6022 -1.6507 0.0 0.0 0.0 0.298
H -5.0834 -4.2528 -1.1151 0.0 0.0 0.0 0.319
H -2.4851 -2.0581 2.4955 0.0 0.0 0.0 0.448
C 0.0191 5.0861 2.0590 0.0 0.0 0.0 0.765
C -3.9251 -3.5471 2.0214 0.0 0.0 -0.1 -0.908
O -1.8572 0.2278 0.9102 -0.1 -0.2 0.0 -0.714
C -2.8873 -2.1605 0.3686 -0.2 -0.3 0.1 0.096
H 4.6913 2.7961 1.7626 0.0 0.0 0.0 0.332
C -0.0599 3.1772 -0.0016 -0.3 0.0 -0.2 -0.683
H 6.1448 2.7340 0.9884 0.0 0.0 0.0 0.387
Dy -0.1833 0.9010 -0.7966 1.2 1.1 -0.5 0.684
H 2.6023 2.1346 0.6806 0.0 0.1 0.0 0.105
C -0.3916 5.4479 0.7764 0.0 -0.1 0.1 0.130
C -0.4243 4.4888 -0.2270 0.1 0.2 0.2 0.982
N 5.2318 2.2779 1.0639 0.0 0.0 0.0 -0.299
H -4.0637 -3.8442 3.0522 0.0 0.0 0.0 0.315
```
Forces are in eV/Å.

## Properties
Energy, eV: -80484.8351
Net charge: +2
Relative energy (zero: lowest compared OMol25 entry of this formula, charge and spin), kcal per mole: 0.0
Multiplicity: 6
Lowest unoccupied orbital energy (spin up / spin down), eV: -5.93 / -5.93
Orbital gap (spin up / spin down), eV: 6.98 / 6.98

=====

# C18H18F3HfN8O4SSe

C18H18F3HfN8O4SSe as an isolated structure (ωB97M-V/def2-TZVPD, the OMol25 dataset).

The geometry in XYZ format:
```
54
Properties=species:S:1:pos:R:3:forces:R:3:mulliken_charge:R:1
C 4.4052 -0.3869 -0.7555 0.0 -0.1 -0.1 0.747
C -2.7653 3.3035 -0.6426 -0.2 0.1 0.0 -0.290
H -2.5770 4.0624 0.1111 0.0 0.0 0.0 0.419
N 0.7252 1.2788 3.3631 0.0 0.0 0.0 0.123
C -0.0090 0.1843 3.9995 0.1 0.1 0.0 -1.264
H 2.8630 3.8443 -1.0136 0.0 0.0 0.0 0.230
O 2.3177 -0.1364 -1.9485 0.0 0.1 0.1 -0.592
C 0.6770 1.4082 2.0268 -0.1 0.1 0.1 0.507
N 1.5915 2.2892 1.4869 0.0 0.0 -0.1 -0.032
H 1.2583 3.2380 3.9662 0.0 0.0 0.0 0.423
H 0.4800 -0.0569 4.9393 0.0 0.0 0.0 0.448
H 2.5565 2.0168 4.1531 0.0 0.0 0.0 0.352
H -0.8267 -6.8932 -2.4651 0.0 0.0 0.0 0.396
C -1.0543 -3.5483 -0.6252 0.0 0.1 0.1 0.169
C -0.4192 -3.5857 -1.8721 -0.1 0.2 -0.1 0.510
H -2.0149 -4.6252 0.9640 0.0 0.0 0.0 0.460
N -3.3074 0.4947 -3.4576 0.2 0.0 0.0 -0.769
C -1.9552 1.6167 -1.9131 0.1 0.0 -0.1 0.585
H 0.1483 -4.8746 -3.4868 0.0 0.0 0.0 0.442
H 1.1759 2.0364 5.2393 0.0 0.0 0.0 0.395
F 4.9767 -0.4614 -1.9499 0.0 0.0 0.2 -0.239
H -0.8164 0.2273 1.8085 -0.1 0.0 0.0 0.239
N -0.9946 0.7498 -2.3195 -1.2 0.4 -0.3 -0.526
O 2.1984 -0.5579 0.1997 0.6 0.0 -0.4 -0.780
C -0.9658 -2.2140 -0.0028 -0.1 0.2 0.1 0.881
N 1.1669 1.9197 -0.7748 -0.1 -0.1 0.0 -0.155
C 2.8743 -0.3919 -0.8709 -0.4 0.1 0.3 0.802
H -4.8576 3.8603 -0.8375 0.0 0.0 0.0 0.393
H 2.2607 2.6864 2.1211 0.1 0.0 0.0 0.238
C -4.3228 2.2547 -2.1292 0.0 -0.1 -0.1 -0.536
O -1.6101 -1.2157 -0.5160 -0.4 -0.1 0.3 -0.623
Hf 0.2562 -0.1772 -0.7112 1.0 -0.6 0.1 1.208
C 1.4791 2.1981 4.2099 0.0 -0.1 0.0 -1.156
H -1.8952 -6.7891 -0.2410 0.0 0.0 0.0 0.399
N 2.5315 3.6744 -0.0803 0.0 0.0 0.0 -0.425
H 0.0317 -0.7034 3.3694 0.0 0.0 0.0 0.431
C -0.3471 -4.8102 -2.5265 0.0 -0.1 -0.1 -0.562
O -0.0504 -1.9231 0.8091 0.0 -0.1 -0.3 -0.606
H 1.3372 2.2938 -1.7003 0.0 0.0 0.0 0.165
Se -1.7741 -0.3208 -3.5636 0.3 0.0 0.2 0.513
C -1.5595 -4.6836 -0.0164 -0.1 -0.1 -0.1 -0.544
H -1.0481 0.4539 4.2015 0.0 0.0 0.0 0.337
N -1.7388 2.5711 -0.9748 0.3 -0.2 0.0 -0.208
C -4.0824 3.1917 -1.1837 0.2 0.1 0.1 -0.577
H -5.2906 2.1183 -2.5926 0.0 0.0 0.0 0.482
F 4.7650 0.7849 -0.1765 0.0 -0.1 -0.1 -0.261
H 3.0121 4.1498 0.6621 0.0 0.0 0.0 0.189
N -0.1678 0.7781 1.2628 0.1 0.0 0.1 -0.472
S 0.3909 -2.1435 -2.5497 0.3 -0.3 0.5 -0.421
C -3.2294 1.4350 -2.5234 -0.3 0.1 -0.3 0.694
C -0.8888 -5.9471 -1.9427 0.0 0.0 0.0 -0.554
C -1.4907 -5.8928 -0.6911 0.0 0.0 0.0 -0.618
F 4.8378 -1.3824 0.0120 0.0 0.1 -0.1 -0.234
C 1.7419 2.6010 0.1490 0.0 0.1 0.2 0.265
```
Forces are in eV/Å.

## Properties
Energy, eV: -124710.7481
Net charge: +1
Relative energy (zero: lowest compared OMol25 entry of this formula, charge and spin), kcal per mole: 9.5
Lowest unoccupied orbital energy, eV: -4.13
Orbital gap, eV: 6.00

=====

# C18H18FOV

C18H18FOV as an isolated structure (ωB97M-V/def2-TZVPD, the OMol25 dataset).

The geometry in XYZ format:
```
39
Properties=species:S:1:pos:R:3:forces:R:3:mulliken_charge:R:1
H -2.0187 2.0870 2.1109 0.2 -0.4 0.2 0.533
C -1.0106 1.8676 2.4563 2.1 -0.6 0.0 -0.410
F -1.8056 1.0205 5.7473 -0.6 -0.3 0.9 -0.729
C 0.3347 1.0877 -5.8356 0.1 -0.2 0.3 -0.415
V 0.1457 -0.1998 2.1534 0.1 5.5 -2.3 0.636
H -1.3493 1.2395 4.7826 -0.2 -0.3 0.7 0.435
H -0.7295 1.6401 -2.6354 0.2 0.0 -0.3 0.170
C 0.5126 -1.6527 3.6093 0.0 -0.7 0.1 -0.286
H -1.7289 -1.5325 -0.8171 0.0 0.7 0.0 0.180
C 0.1554 -0.2056 -3.3483 0.6 1.0 -1.4 0.800
H -0.6015 2.7686 -4.8316 0.2 -0.2 -0.1 0.381
C 0.1915 2.0595 1.6684 -0.2 -0.3 0.8 -0.461
H 2.3725 1.9411 2.2663 -0.3 -0.1 -0.1 0.489
C 1.3259 1.8057 2.5302 -0.4 -0.3 0.4 -0.438
O 0.0001 -0.2204 -0.7293 0.2 -0.7 -0.6 -0.468
C -1.2541 -0.6457 -1.2686 0.8 -0.6 -0.7 -0.354
C 0.6270 -2.2039 1.3548 -0.1 -0.6 1.0 0.039
C -0.8321 -1.8023 3.1135 -0.1 -1.1 0.0 -0.553
C -0.7581 -2.1410 1.7174 0.8 -0.6 1.1 -0.318
C -0.0624 -0.9621 -2.1311 -1.3 0.5 2.0 -0.085
H 0.2404 2.4065 0.6393 0.1 -0.2 0.1 0.471
C 0.7335 -0.8626 -4.4649 -0.4 0.3 0.8 -0.446
H 0.3675 -1.9743 -2.0995 -0.3 0.5 0.3 0.348
C -0.2896 1.1270 -3.4919 0.1 -0.6 -0.3 -0.356
H 0.7967 -1.4144 4.6310 -0.2 -0.1 -0.3 0.572
H 2.5089 -1.8337 2.5253 -0.4 0.0 0.1 0.442
H 1.2268 -0.7582 -6.5579 -0.1 0.3 0.3 0.380
H 1.0534 -1.8987 -4.3208 0.0 0.3 -0.3 0.316
C -0.5980 1.4500 3.7658 -1.2 0.1 -1.3 -0.386
H -1.8805 0.2166 -1.5340 0.0 -0.7 0.0 0.268
C 0.8170 -0.2214 -5.6989 -0.2 0.1 0.1 -0.578
C 1.4192 -1.8800 2.5045 -0.6 -0.7 0.2 -0.562
C -0.2082 1.7576 -4.7337 0.0 -0.2 0.3 -0.618
C 0.8191 1.4802 3.8424 0.9 -0.1 -2.3 -0.294
H -1.6067 -2.3289 1.0616 0.3 0.2 0.3 0.480
H 0.3911 1.5928 -6.7969 0.0 -0.1 0.2 0.383
H 1.4232 1.3837 4.7431 -0.2 -0.3 -0.3 0.561
H -1.7550 -1.6960 3.6818 0.4 0.1 0.0 0.471
H 1.0264 -2.4975 0.3903 -0.1 0.4 0.1 0.401
```
Forces are in eV/Å.

## Properties
Energy, eV: -49398.2406
Net charge: +1
Multiplicity: 2
Lowest unoccupied orbital energy (spin up / spin down), eV: -6.19 / -5.51
Orbital gap (spin up / spin down), eV: 5.28 / 6.00

=====

Respective max |F| values: 0.962; 0.433; 1.694; 1.259; 5.967 eV Å⁻¹.